The following is a DFT calculation (ωB97M-V with the def2-TZVPD basis set) of an isolated ion of composition C8H10FOS and charge +1 in a non-equilibrium geometry.

- LUMO (spin up / spin down): -4.79 / -4.95 eV
- 2S+1: 1
- HOMO energy (spin up / spin down): -12.86 / -12.86 eV
- Energy above the lowest of the compared OMol25 structures with the same formula, charge and spin: 4.942 eV
- Total charge: +1

```
21
Properties=species:S:1:pos:R:3:forces:R:3:nbo_charge:R:1
C 2.970054 -1.049941 0.111065 1.523 -1.359 -2.060 -0.12
C 1.938402 -1.875141 -0.175161 0.704 -0.418 1.508 -0.22
C 2.978514 0.355551 0.437362 1.935 -0.088 0.510 -0.44
C 0.489845 -1.658605 -0.054981 1.034 0.522 -0.591 -0.20
C 1.910596 1.091531 0.426616 -3.137 -1.798 -0.357 0.65
C -0.052447 -0.452593 0.007564 2.285 3.557 0.381 -0.39
C -1.900133 1.512939 1.071198 0.591 0.731 0.327 -0.85
C -2.421093 0.422469 -1.605328 0.728 -1.938 -0.377 -0.82
O -2.451188 -1.123033 0.622266 -0.952 -0.032 0.216 -0.86
F 1.513860 2.257484 0.750806 0.143 0.395 -0.038 -0.26
S -1.755078 0.002053 0.067766 1.075 -0.926 0.042 1.78
H 4.026024 -1.508112 -0.169275 -2.266 1.070 1.147 0.25
H 2.322822 -2.900410 -0.228733 -0.843 0.178 -0.585 0.24
H 4.014356 0.713881 0.726614 -1.518 0.252 -0.324 0.29
H -0.088993 -2.535624 -0.144205 -0.895 -0.948 0.036 0.24
H -2.778749 2.079757 0.738810 0.337 -0.180 -0.110 0.27
H -0.973811 2.123708 1.066972 -0.501 -0.353 -0.863 0.28
H -1.995044 1.355207 2.160435 -0.273 -1.015 -0.599 0.30
H -2.838631 -0.491100 -2.128105 0.710 0.307 1.279 0.30
H -1.594317 0.702746 -2.292795 -0.746 0.889 0.749 0.29
H -3.314993 0.977233 -1.388881 0.068 1.154 -0.291 0.27
```
Forces are in eV/Å.